84
Properties=species:S:1:pos:R:3 method="wB97M-V/def2-TZVPD" lumo_energy_ev=-10.1 homo_energy_ev=-14.75 e_above_lowest_kj_mol=0.00 total_charge=+3 gap_ha=0.16906 mol_weight_g_mol=705.585 total_energy_ha=-3371.78243 fmax_ev_per_a=0.907
Ti 0.49 0.01 -0.33
P 2.72 0.19 -1.43
P 0.78 0.31 2.12
N -6.31 -0.21 -0.48
N -6.24 0.58 -2.58
N 0.71 1.84 -0.19
N -1.33 -0.09 -1.11
C -8.73 0.78 -2.96
C -7.57 -0.01 -0.92
C -3.23 0.49 -2.41
C -0.58 -1.69 3.66
C -3.52 -0.42 -0.20
C -0.71 -3.95 2.81
C 3.92 -2.05 -4.61
C 2.10 0.72 3.24
C 0.08 -1.30 2.50
C 3.96 -1.19 -3.52
C -9.94 0.06 -0.95
C 4.10 1.23 5.07
C 2.77 1.45 5.42
C 2.79 -0.95 -2.80
C 4.43 0.75 3.82
C -8.80 -0.22 -0.26
C 1.60 -1.59 -3.17
C 2.34 1.90 -2.04
C 4.84 -1.03 -0.22
C -0.98 -3.01 3.81
C 0.32 -2.26 1.50
C -4.11 0.08 -1.39
C 0.36 2.57 0.98
C 3.43 0.49 2.89
C 1.68 2.60 -0.90
C 4.26 0.20 -0.54
C -0.36 1.78 2.04
C 6.08 1.36 0.50
C 1.76 1.20 4.50
C -1.89 0.41 -2.24
C -2.17 -0.49 -0.10
C -9.90 0.56 -2.29
C -5.52 0.15 -1.48
C 1.56 -2.45 -4.25
C -0.06 -3.58 1.64
C 6.67 0.14 0.81
C 2.73 -2.67 -4.98
C 1.87 3.75 -0.23
C -7.56 0.49 -2.25
C 6.05 -1.05 0.46
C 4.87 1.40 -0.17
C 1.04 3.73 0.96
H -1.01 -4.98 2.95
H 1.01 4.49 1.73
H 2.52 1.83 6.40
H -1.38 1.51 1.79
H 1.68 1.78 -2.91
H 4.41 2.36 -0.39
H 0.65 -2.95 -4.54
H 2.71 -3.34 -5.82
H 5.47 0.58 3.56
H 2.54 4.55 -0.52
H -1.21 0.74 -3.02
H 6.51 -2.00 0.69
H 3.24 2.41 -2.39
H 4.82 -2.23 -5.18
H -10.91 -0.09 -0.49
H 4.88 1.43 5.80
H 3.69 0.11 1.91
H 4.37 -1.96 -0.52
H -10.83 0.76 -2.79
H 7.62 0.11 1.32
H -0.36 2.32 2.99
H 0.68 -1.43 -2.60
H -1.49 -3.32 4.71
H 0.88 -1.98 0.59
H 6.57 2.29 0.78
H -8.82 -0.60 0.75
H 4.88 -0.71 -3.24
H -1.71 -0.91 0.79
H -0.77 -0.98 4.45
H -8.71 1.15 -3.98
H 0.14 -4.31 0.87
H -4.16 -0.76 0.61
H -5.88 0.88 -3.47
H -3.60 0.90 -3.35
H 0.73 1.38 4.78

---

88
Properties=species:S:1:pos:R:3 method="wB97M-V/def2-TZVPD" lumo_energy_ev="-2.8 / -4.5" homo_energy_ev="-9.70 / -10.80" e_above_lowest_kj_mol=31.70 total_charge=+1 gap_ha="0.25293 / 0.23180" mol_weight_g_mol=824.024 total_energy_ha=-3149.76249 multiplicity=3 fmax_ev_per_a=2.210
Pd -0.13 -0.15 0.38
S -1.35 0.97 -1.37
P -0.91 -2.11 -0.88
P 0.68 2.16 0.70
O -2.76 1.30 -1.25
N 0.20 -1.16 2.30
N 1.31 -1.59 2.88
N 2.07 -0.50 0.13
N 2.91 -1.21 0.86
C 3.32 2.73 1.27
C -3.04 -3.95 -1.15
C -2.96 2.93 3.38
C -0.28 -1.59 4.42
C 4.10 -1.25 0.25
C -0.75 2.09 3.01
C 2.00 3.10 1.54
C 4.36 3.39 1.90
C -0.74 3.24 -2.97
C -0.94 -2.38 -3.67
C -2.55 -2.81 -0.52
C -0.80 2.55 1.68
C -1.83 2.28 3.84
C 0.48 2.98 -0.91
C 0.93 -5.72 -0.38
C 0.04 4.34 -3.30
C -0.05 -4.75 -0.40
C 2.78 4.77 3.08
C -3.01 3.40 2.07
C -1.24 -0.13 -2.85
C -1.46 0.30 -4.16
C 1.73 4.12 2.45
C -1.13 -1.94 -4.97
C -4.21 -4.53 -0.70
C 1.05 -1.86 4.17
C -4.45 -2.80 0.95
C -0.78 -1.14 3.21
C -1.41 -0.60 -5.21
C 2.19 -5.47 -0.89
C 2.48 -4.23 -1.45
C -0.47 2.51 -1.83
C 4.09 4.40 2.81
C 1.07 4.73 -2.46
C 1.27 4.08 -1.25
C -3.26 -2.23 0.53
C 4.01 -0.51 -0.93
C -4.91 -3.97 0.36
C -1.02 -1.48 -2.60
C 2.71 -0.05 -0.96
C 0.23 -3.52 -0.99
C 1.50 -3.26 -1.51
C -1.94 3.19 1.22
B 2.70 -1.86 2.26
H -1.77 -0.79 2.95
H 2.22 0.58 -1.68
H -1.70 1.32 -4.37
H 2.04 4.42 -0.57
H 4.92 -1.77 0.68
H 5.38 3.10 1.70
H 0.71 4.41 2.66
H 2.57 5.56 3.78
H 3.51 -1.36 2.97
H 3.47 -4.03 -1.83
H -2.50 -4.37 -1.99
H 1.71 -2.29 -1.95
H -4.57 -5.44 -1.16
H -3.79 3.08 4.04
H -3.88 3.92 1.72
H 2.84 -3.04 2.15
H 1.70 5.56 -2.72
H -0.73 -3.42 -3.47
H -5.01 -2.35 1.76
H 4.90 4.91 3.31
H -2.00 3.54 0.19
H 1.82 -2.21 4.82
H -1.80 1.91 4.86
H 2.96 -6.22 -0.83
H -0.80 -1.71 5.35
H -5.81 -4.43 0.72
H 3.53 1.94 0.57
H -1.59 -0.25 -6.21
H -0.17 4.89 -4.20
H 0.72 -6.68 0.06
H -1.01 -4.94 0.05
H -2.87 -1.33 0.99
H -1.57 2.98 -3.60
H -1.07 -2.64 -5.79
H 4.78 -0.34 -1.65
H 0.15 1.61 3.37